# 1
The following is a DFT calculation (ωB97M-V with the def2-TZVPD basis set) of C46H65FeGeN8O4Si3 as an isolated structure.

```
128
Properties=species:S:1:pos:R:3
Fe -0.529 -0.253 -1.045
N -6.569 8.225 -0.742
C -5.921 7.277 -0.778
C -5.112 6.092 -0.816
C -5.665 4.856 -0.489
C -4.874 3.721 -0.513
C -3.533 3.794 -0.879
C -2.994 5.035 -1.218
C -3.770 6.178 -1.181
C -2.668 2.584 -0.917
C -2.510 1.874 0.293
C -2.982 2.283 1.569
C -2.559 1.328 2.475
C -1.853 0.371 1.721
N -1.820 0.678 0.427
C -2.086 2.275 -2.142
C -2.422 2.854 -3.408
C -1.678 2.202 -4.354
C -0.900 1.252 -3.648
N -1.128 1.288 -2.346
H -6.710 4.795 -0.220
H -5.312 2.764 -0.259
H -1.953 5.094 -1.511
H -3.340 7.138 -1.434
H -3.509 3.197 1.794
H -2.705 1.324 3.545
H -1.367 -0.526 2.084
H -3.146 3.636 -3.575
H -1.667 2.374 -5.418
H -0.179 0.561 -4.059
N -0.337 -2.315 0.522
C -1.555 -2.672 -0.199
C -1.909 -4.171 -0.176
C -3.064 -4.683 -1.062
C -4.319 -3.830 -1.255
N -4.814 -3.165 -0.051
C -5.033 -1.859 0.072
N -4.608 -1.003 -0.845
N -5.723 -1.409 1.129
C -1.374 -2.093 -1.588
O -2.319 -1.631 -2.257
O -0.180 -2.385 -2.162
H 0.473 -2.813 0.169
H -0.405 -2.478 1.519
H -2.360 -2.093 0.253
H -2.099 -4.432 0.869
H -1.016 -4.720 -0.487
H -3.361 -5.662 -0.681
H -2.670 -4.845 -2.067
H -5.117 -4.472 -1.630
H -4.118 -3.083 -2.013
H -5.157 -3.768 0.679
H -3.798 -1.243 -1.415
H -4.673 -0.021 -0.628
H -6.047 -2.052 1.831
H -5.594 -0.455 1.430
C 3.325 -2.056 6.944
C 2.497 -1.450 5.840
C 1.468 -2.195 5.273
C 0.682 -1.651 4.272
C 0.913 -0.365 3.821
C 1.943 0.394 4.371
N 2.176 1.726 3.995
C 1.535 2.467 3.014
C 1.173 3.786 3.312
C 0.484 4.565 2.405
C 0.121 4.042 1.168
C 0.528 2.767 0.834
C 1.269 1.981 1.721
C 1.948 0.765 1.194
O 2.990 0.338 1.644
O 1.358 0.175 0.157
C 2.745 -0.150 5.388
C 3.843 0.697 5.981
H 2.962 -3.051 7.193
H 3.286 -1.446 7.848
H 4.374 -2.145 6.652
H 1.276 -3.200 5.628
H -0.136 -2.229 3.851
H 0.274 0.066 3.065
H 2.568 2.287 4.732
H 1.431 4.193 4.284
H 0.212 5.580 2.667
H -0.446 4.638 0.464
H 0.302 2.365 -0.144
H 4.418 1.188 5.193
H 4.533 0.107 6.575
H 3.428 1.471 6.637
C 4.667 1.138 -3.301
Si 3.311 1.659 -2.092
C 2.080 2.739 -3.024
C 4.042 2.666 -0.672
Ge 2.380 -0.495 -1.353
Si 4.123 -1.903 -0.374
C 5.562 -0.959 0.372
C 3.284 -3.083 0.831
C 4.767 -2.868 -1.874
Si 0.161 -3.114 -3.673
C 1.391 -2.039 -4.574
C 0.988 -4.721 -3.181
C -1.406 -3.471 -4.633
H 5.154 2.016 -3.734
H 4.253 0.551 -4.126
H 5.440 0.535 -2.816
H 2.524 3.717 -3.230
H 1.166 2.903 -2.449
H 1.797 2.293 -3.980
H 4.968 3.146 -0.995
H 4.266 2.052 0.202
H 3.343 3.445 -0.360
H 5.221 -0.316 1.183
H 6.049 -0.337 -0.383
H 6.304 -1.656 0.767
H 2.800 -2.511 1.628
H 4.001 -3.767 1.292
H 2.528 -3.685 0.319
H 4.942 -2.201 -2.724
H 4.060 -3.638 -2.194
H 5.715 -3.361 -1.645
H 2.302 -1.920 -3.985
H 1.002 -1.048 -4.806
H 1.665 -2.516 -5.520
H 1.769 -4.565 -2.432
H 1.462 -5.178 -4.054
H 0.270 -5.442 -2.782
H -1.420 -2.940 -5.587
H -2.295 -3.166 -4.081
H -1.478 -4.539 -4.850
```

## Properties
net charge	+1
Kohn-Sham gap (alpha / beta)	6.4 / 6.0	eV
spin multiplicity	5
LUMO (alpha / beta)	-2.99 / -3.34	eV


# 2
The following is a DFT calculation (ωB97M-V with the def2-TZVPD basis set) of a 12-piece molecular cluster, C46H65N7O8 overall.

```
126
Properties=species:S:1:pos:R:3
C -0.153 -0.904 1.720
C -0.651 0.408 1.802
C -0.525 1.045 0.574
N -0.001 0.050 -0.328
C 0.189 -1.115 0.398
H -0.081 -1.619 2.526
H -1.110 0.747 2.719
H -0.787 2.032 0.220
H 0.322 0.168 -1.278
H 0.537 -1.958 -0.179
C 1.493 5.161 -3.533
C 1.639 4.865 -2.179
C 0.685 3.948 -1.853
N -0.177 3.842 -2.908
C 0.306 4.566 -3.934
H 2.077 5.798 -4.181
H 2.474 5.210 -1.588
H 0.457 3.455 -0.920
H -0.990 3.247 -2.974
H -0.142 4.589 -4.917
C -2.375 1.353 -2.820
C -1.948 1.305 -4.163
C -2.381 2.482 -4.821
N -3.365 3.046 -4.029
C -3.323 2.403 -2.794
H -2.003 0.642 -2.097
H -1.312 0.544 -4.590
H -2.242 2.691 -5.872
H -4.110 3.683 -4.271
H -3.943 2.746 -1.979
C 3.965 -2.576 3.380
C 4.585 -2.193 4.564
C 3.562 -2.319 5.515
N 2.357 -2.708 4.909
C 2.640 -2.838 3.620
H 4.476 -2.528 2.430
H 5.635 -1.959 4.661
H 3.423 -2.122 6.567
H 1.462 -2.792 5.369
H 1.838 -3.011 2.918
C -3.527 -1.955 3.630
C -3.302 -2.554 4.894
C -3.924 -3.758 4.907
N -4.660 -3.886 3.767
C -4.314 -2.861 2.965
H -3.124 -1.007 3.305
H -2.634 -2.156 5.643
H -3.987 -4.570 5.616
H -5.263 -4.663 3.540
H -4.698 -2.923 1.958
C -1.519 4.685 1.034
C -2.852 4.705 1.369
C -3.092 4.003 2.533
N -1.866 3.545 2.943
C -0.894 3.959 2.071
H -1.003 5.156 0.211
H -3.570 5.163 0.706
H -3.952 3.817 3.158
H -1.723 2.945 3.742
H 0.153 3.743 2.223
C 0.439 -5.244 0.997
C -0.466 -4.298 1.631
C -0.556 -4.536 2.980
N 0.234 -5.618 3.223
C 0.801 -6.075 2.028
H 0.651 -5.363 -0.056
H -1.036 -3.575 1.066
H -1.055 -4.040 3.798
H 0.425 -5.991 4.142
H 1.388 -6.981 2.020
O -6.028 -2.180 -2.074
C -5.635 -1.401 -1.216
C -6.386 -0.639 -0.181
C -5.382 0.419 0.067
C -4.031 -0.220 -0.033
O -4.282 -1.107 -1.120
H -7.353 -0.282 -0.535
H -6.620 -1.264 0.681
H -5.476 1.261 -0.619
H -5.497 0.805 1.080
H -3.238 0.482 -0.289
H -3.733 -0.738 0.879
O 1.695 0.576 -2.544
C 2.005 1.086 -3.611
C 3.276 1.781 -3.969
C 3.259 1.738 -5.500
C 1.769 1.736 -5.806
O 1.172 1.122 -4.683
H 3.280 2.764 -3.498
H 4.025 1.141 -3.503
H 3.723 2.615 -5.953
H 3.756 0.889 -5.969
H 1.491 2.777 -5.971
H 1.564 1.125 -6.684
O 2.969 -4.179 -4.294
C 1.911 -3.701 -3.869
C 1.349 -2.328 -4.182
C 0.235 -2.163 -3.123
C -0.104 -3.606 -2.682
O 1.003 -4.350 -3.113
H 2.073 -1.520 -4.081
H 0.951 -2.409 -5.194
H 0.569 -1.570 -2.272
H -0.613 -1.611 -3.529
H -0.230 -3.776 -1.613
H -0.988 -3.960 -3.213
C 2.182 0.768 4.470
C 2.719 2.112 3.973
C 2.608 2.389 2.464
O 3.173 2.950 4.789
H 1.094 0.829 4.459
H 2.526 0.632 5.495
H 2.568 -0.098 3.932
H 3.229 1.648 1.960
H 2.951 3.385 2.185
H 1.561 2.191 2.234
C 4.809 1.678 -0.475
C 5.013 0.204 -0.512
C 4.024 -0.547 0.396
O 5.875 -0.295 -1.200
H 3.957 1.844 -1.134
H 5.682 2.137 -0.940
H 4.655 2.004 0.554
H 4.061 -1.607 0.144
H 3.011 -0.175 0.241
H 4.251 -0.418 1.455
```

## Properties
Kohn-Sham gap	8.4	eV
spin multiplicity	1
LUMO	0.26	eV


| no. | energy (hartree) |
| --- | --- |
| 1 | -6739.97120 |
| 2 | -2776.93310 |